[1]
Entry from OMol25: C34H46AlNO2SeSi2 as an isolated structure (ωB97M-V/def2-TZVPD).

```
87
C34H46AlNO2SeSi2 | OMol25 | ωB97M-V/def2-TZVPD
Al 0.0677 -0.1034 -0.7785
C 0.5655 2.3930 0.8531
C 0.2063 1.3727 1.7677
C -0.9015 0.6858 1.2615
C -1.2636 1.3010 -0.0055
C -0.3227 2.3664 -0.2195
C -0.3017 3.3201 -1.3790
C -2.6438 1.2266 -0.6085
C -1.7802 -0.2455 2.0470
C 0.8942 1.0637 3.0685
C 1.7037 3.3674 0.9640
H -0.3618 4.3524 -1.0218
H -1.1364 3.1463 -2.0587
H 0.6207 3.2306 -1.9631
H -3.3365 1.8801 -0.0676
H -3.0443 0.2087 -0.5718
H -2.6297 1.5289 -1.6563
H -2.4761 0.3243 2.6719
H -1.1932 -0.8852 2.7154
H -2.3791 -0.8875 1.3959
H 0.3227 1.4464 3.9205
H 1.8862 1.5148 3.1072
H 1.0153 -0.0116 3.2174
H 1.3253 4.3858 1.1020
H 2.3175 3.3678 0.0592
H 2.3613 3.1400 1.8045
C 0.3202 -5.2214 -0.0399
N 0.2723 -3.8720 -0.5841
C 1.2369 -3.5672 -1.6369
C -0.5438 -2.9753 -0.0882
O -0.6199 -1.7790 -0.4247
H 0.3289 -5.9374 -0.8604
H -0.5480 -5.4139 0.5889
H 1.2272 -5.3470 0.5507
H 0.9768 -4.1109 -2.5443
H 2.2355 -3.8624 -1.3119
H 1.2398 -2.5062 -1.8444
H -1.2280 -3.3503 0.6758
O 1.7276 -0.2730 -0.3856
Si 3.2771 -0.5754 -0.0788
C 3.2973 -2.0656 1.0827
C 2.1578 -2.3891 1.8239
C 2.1477 -3.4631 2.7068
C 3.2853 -4.2459 2.8556
C 4.4309 -3.9423 2.1286
C 4.4365 -2.8582 1.2600
C 4.2017 -0.9901 -1.6692
C 3.5343 -1.1023 -2.8926
C 4.2156 -1.4282 -4.0605
C 5.5877 -1.6365 -4.0287
C 6.2772 -1.4986 -2.8309
C 5.5906 -1.1733 -1.6687
C 4.2257 0.8073 0.7489
C 4.4574 0.8257 2.1261
C 5.1735 1.8587 2.7177
C 5.6778 2.8898 1.9360
C 5.4706 2.8807 0.5618
C 4.7551 1.8459 -0.0238
H 1.2731 -1.7665 1.7116
H 1.2603 -3.6810 3.2927
H 3.2854 -5.0834 3.5436
H 5.3220 -4.5476 2.2453
H 5.3409 -2.6301 0.7038
H 2.4715 -0.8859 -2.9426
H 3.6729 -1.5034 -4.9969
H 6.1246 -1.8887 -4.9360
H 7.3535 -1.6247 -2.8046
H 6.1500 -1.0447 -0.7452
H 4.0689 0.0232 2.7473
H 5.3404 1.8553 3.7889
H 6.2303 3.7005 2.3966
H 5.8697 3.6786 -0.0537
H 4.6005 1.8469 -1.0998
C -2.2607 -0.7641 -5.5716
Si -1.3515 -1.5395 -4.1273
C -2.6408 -2.3627 -3.0344
C -0.1401 -2.8408 -4.7716
Se -0.2121 0.1591 -3.1303
H -2.6609 -1.5298 -6.2454
H -1.5937 -0.1125 -6.1442
H -3.0938 -0.1534 -5.2104
H -3.1853 -3.1118 -3.6208
H -3.3593 -1.6178 -2.6791
H -2.2086 -2.8592 -2.1616
H -0.2679 -2.9583 -5.8536
H -0.3005 -3.8213 -4.3124
H 0.8931 -2.5381 -4.5891
```

Calculated values
Kohn-Sham gap   7.302 eV
HOMO level   -7.0340 eV
Relative energy (zero: lowest compared OMol25 entry of this formula, charge and spin)   4.2 kJ/mol

---

[2]
Entry from OMol25: C34H46Br2F26NO19P4 as an isolated structure (ωB97M-V/def2-TZVPD).

```
132
C34H46Br2F26NO19P4 | OMol25 | ωB97M-V/def2-TZVPD
C 1.4435 0.5994 -0.3999
C 2.6767 0.3492 0.4972
P 2.8379 -1.5638 0.5977
O 1.3762 -2.2001 0.8899
O 3.2697 -2.0847 -0.8965
C 2.4519 0.7397 1.9513
C 1.1212 0.8552 2.6466
O 0.5196 -0.3931 2.8654
O -0.7309 -0.3742 2.2022
N 3.5658 0.9805 2.5507
C 4.6712 0.8428 1.5982
C 5.6843 -0.3051 1.7620
O 5.9317 -1.1511 0.9574
C 6.5121 -0.3021 3.1033
F 6.1697 0.7844 3.8321
F 7.7970 -0.1546 2.7376
C 6.4468 -1.6198 3.9308
F 7.0845 -1.3976 5.0927
F 7.1146 -2.5638 3.2685
C 5.0186 -2.1145 4.2733
F 5.1668 -3.1252 5.1686
F 4.4273 -2.6543 3.2161
C 4.1086 -1.0798 4.9807
O 2.9294 -1.0788 4.7386
O 4.6359 -0.2167 5.8809
C 3.9956 1.1661 0.2388
C 3.8737 2.7255 0.2861
C 2.9643 3.3642 -0.7921
C 1.7778 4.1227 -0.2082
F 2.2184 5.3786 0.0540
F 1.3432 3.6245 0.9820
C 0.6014 4.2819 -1.2090
F 1.0331 5.1569 -2.1351
F 0.3618 3.1414 -1.8875
C -0.7237 4.8682 -0.6125
F -1.2193 5.7315 -1.5073
F -0.4873 5.6013 0.4861
C -1.7835 3.7832 -0.2171
F -1.1854 2.6879 0.2884
F -2.4999 4.3126 0.7887
C -2.8265 3.4585 -1.3428
F -2.2794 3.4691 -2.5708
F -3.7286 4.4456 -1.3068
C -3.4996 2.0775 -1.1523
F -3.8858 1.9939 0.1400
F -2.6164 1.0921 -1.3536
C -4.7285 1.8134 -2.0974
F -4.9129 2.7557 -3.0239
F -4.5014 0.6596 -2.7573
C -6.0722 1.5728 -1.3383
F -6.0106 0.4531 -0.6245
F -6.9928 1.3486 -2.2890
F -6.4462 2.6125 -0.6146
C 4.7560 0.8312 -1.0431
C 6.2629 1.1913 -0.9997
C 6.7524 1.8584 -2.2815
F 6.4068 3.1679 -2.3446
Br 6.2090 0.8940 -3.8793
C 8.3425 1.8330 -2.2335
F 8.8479 2.7504 -3.0482
F 8.7831 2.0385 -0.9965
Br 8.9830 0.1088 -2.9223
H 1.0661 1.6005 -0.2009
H 1.6702 0.5206 -1.4636
H 0.6096 -0.0732 -0.1912
H 0.7948 -2.1912 0.1112
H 3.9424 -2.7560 -0.7284
H 1.2053 1.4732 3.5501
H 0.4704 1.4241 1.9733
H -1.4085 -0.3687 2.8951
H 3.6945 1.2781 3.5120
H 5.3121 1.7163 1.8112
H 4.3231 -0.4268 6.7721
H 3.5835 3.0883 1.2746
H 4.8729 3.1311 0.1191
H 3.5472 4.1086 -1.3356
H 2.6761 2.6308 -1.5423
H 4.7067 -0.2277 -1.2959
H 4.3408 1.3408 -1.9151
H 6.8782 0.3021 -0.8649
H 6.5163 1.8946 -0.2005
C -6.0486 0.4104 -5.0919
O -5.4101 0.1045 -6.3501
P -5.7509 -1.3964 -7.0433
O -4.3825 -1.7837 -7.4960
O -6.6538 -0.7203 -8.2163
C -6.0191 0.1584 -9.1411
O -6.5530 -2.8338 -7.1171
C -6.9837 -3.3051 -8.3902
H -5.7294 1.3975 -4.7843
H -7.1370 0.4040 -5.2003
H -5.7502 -0.3134 -4.3378
H -4.9454 -0.0204 -9.2010
H -6.2024 1.1931 -8.8509
H -6.4607 -0.0138 -10.1220
H -6.1879 -3.2122 -9.1291
H -7.8741 -2.7746 -8.7216
H -7.2421 -4.3555 -8.2645
C 8.7946 -4.0971 6.5720
O 8.1467 -4.9847 7.5031
P 7.1113 -6.1640 6.8572
O 6.0171 -6.0275 7.8710
O 8.1724 -7.3481 7.2049
C 8.5431 -7.5528 8.5675
O 6.3141 -7.0951 5.7416
C 6.1650 -8.4872 6.0015
H 9.4166 -3.4077 7.1380
H 9.4262 -4.6574 5.8772
H 8.0523 -3.5236 6.0143
H 7.7940 -7.1610 9.2558
H 9.5039 -7.0778 8.7632
H 8.6431 -8.6256 8.7275
H 5.8354 -8.6572 7.0265
H 7.0918 -9.0227 5.8064
H 5.4085 -8.8564 5.3102
C -14.7323 1.9047 -1.4092
O -13.6128 1.0275 -1.6593
P -12.2126 1.7222 -2.2889
O -11.8444 0.6937 -3.3036
O -11.4165 1.5465 -0.8764
C -11.1818 0.2273 -0.3935
O -11.2898 3.0071 -2.7589
C -9.9087 2.9966 -2.4299
H -15.5469 1.3065 -1.0094
H -14.4651 2.6750 -0.6815
H -15.0632 2.3729 -2.3376
H -11.2125 -0.5110 -1.1951
H -11.9233 -0.0250 0.3644
H -10.1926 0.2100 0.0647
H -9.4614 2.0285 -2.6535
H -9.7602 3.2498 -1.3809
H -9.4259 3.7653 -3.0330
```

Calculated values
Kohn-Sham gap   6.571 eV
Charge   +1
HOMO level   -10.9992 eV

---

[3]
Entry from OMol25: a 2-piece molecular cluster, C34H46BrIN2O13PS2 overall (ωB97M-V/def2-TZVPD).

```
100
C34H46BrIN2O13PS2 | OMol25 | ωB97M-V/def2-TZVPD
C 3.1033 3.2101 3.0692
C 2.3394 1.9886 2.6052
C 2.5620 1.6189 0.9874
C 1.5446 0.4236 0.4594
O 0.2959 0.7957 1.1191
C 1.9649 -0.8941 1.3187
O 3.4449 -1.1509 1.3955
C 3.7917 -1.5497 2.7784
O 3.7435 -2.8559 3.1112
C 4.2204 -0.4944 3.9646
C 5.6629 0.2832 3.9015
C 6.0411 1.3498 5.1068
C 4.9474 1.5617 6.3118
C 3.4891 0.8015 6.3719
C 3.0891 -0.2562 5.1718
O 1.1563 -2.0583 1.0318
C 0.3761 -2.0340 -0.2042
N 0.4227 -3.5456 -0.5702
C 0.5715 -4.3536 0.5048
C -0.5519 -4.8563 1.5905
C 2.0589 -5.0949 0.7419
P -1.4615 -1.8233 0.1320
O -1.6893 -1.8975 1.7334
O -2.4787 -3.1667 -0.4440
O -2.2737 -0.3947 -0.3367
C 1.0716 -1.1685 -1.4499
Br 2.6984 -2.4918 -1.5226
C 0.6455 -1.5239 -2.9293
C -0.6077 -1.0341 -3.7639
O -0.3775 -0.2594 -4.8655
I -2.7438 -1.5977 -3.5455
N 1.4829 0.2813 -1.0807
C 2.9171 0.3983 -1.6546
C 3.6078 1.8006 -2.0804
C 3.3948 2.2305 -3.6851
S 4.4980 3.7523 -4.0329
O 5.7922 3.7735 -3.1865
O 4.9414 3.8340 -5.5284
O 3.5831 5.1394 -3.5312
C 0.7512 1.3829 -1.7577
C -0.7165 1.9822 -1.5620
C -2.0167 1.8775 -2.6115
C -3.4828 2.5715 -2.3762
C -3.8028 3.4738 -1.0559
C -5.3055 4.1054 -0.8583
C -2.5706 3.7008 -0.0171
C -1.1463 3.0022 -0.2927
H 3.4083 3.2366 4.2036
H 3.3705 4.0986 2.3300
H 1.6271 1.3867 3.3146
H 3.6978 1.3837 0.8352
H 2.3560 2.6732 0.4727
H -0.0818 0.1224 1.7338
H 1.7502 -0.6908 2.4822
H 6.4399 0.1319 3.0304
H 7.0546 1.9647 5.1334
H 5.2122 2.3037 7.2047
H 2.7038 0.9556 7.2314
H 2.0684 -0.8428 5.1088
H -1.6241 -5.0582 1.1249
H -0.6002 -4.1253 2.5334
H -0.2299 -5.9073 2.0581
H 2.3087 -5.6030 -0.2847
H 2.0136 -5.8909 1.6189
H 2.7981 -4.1963 1.0036
H -2.1034 -3.5510 -1.2865
H -3.0625 -0.1977 0.2709
H 0.5176 -2.7190 -3.0044
H 1.5859 -1.3828 -3.6622
H 3.0035 -0.0871 -2.7431
H 3.7334 -0.0266 -0.8952
H 3.3980 2.7373 -1.4224
H 4.7953 1.6614 -2.0257
H 3.7926 1.3890 -4.4056
H 2.3076 2.5926 -3.9198
H 2.6157 4.8966 -3.6283
H 1.2716 2.3959 -1.3691
H 0.9162 1.2415 -2.9327
H -1.9204 1.3196 -3.6212
H -4.3591 2.4386 -3.1764
H -5.5564 4.0024 0.3042
H -6.0535 3.3442 -1.3917
H -5.4447 5.1939 -1.2646
H -2.7493 4.3804 0.9412
H -0.2878 3.2364 0.5062
C -7.7605 -1.4914 -0.2837
C -7.5794 -2.3217 -1.5534
C -6.1092 -2.2266 -1.9578
S -5.1931 -1.9491 -0.4494
O -4.5965 -0.6312 -0.5087
O -4.4229 -3.1356 -0.1341
C -6.6085 -1.8799 0.6310
H -8.7294 -1.6779 0.1888
H -7.7024 -0.4241 -0.5284
H -7.8380 -3.3671 -1.3455
H -8.2338 -1.9761 -2.3598
H -5.7613 -3.1491 -2.4296
H -5.9313 -1.3776 -2.6235
H -6.4332 -1.1588 1.4311
H -6.7585 -2.8793 1.0504
```

Calculated values
Kohn-Sham gap   7.135 eV
Charge   +1
HOMO level   -10.6862 eV
Relative energy (zero: lowest compared OMol25 entry of this formula, charge and spin)   3049.6 kJ/mol

---

[4]
Entry from OMol25: C34H47AsCsF6N3O14S4 as an isolated structure (ωB97M-V/def2-TZVPD).

```
110
C34H47AsCsF6N3O14S4 | OMol25 | ωB97M-V/def2-TZVPD
Cs -8.4310 17.8622 44.1945
As -11.2214 15.7370 46.8491
F -11.7985 14.2718 47.6469
F -12.1762 15.4564 45.4154
F -10.4957 17.2006 46.1376
F -10.1790 16.0283 48.2079
F -9.9449 14.8028 46.1195
F -12.5389 16.6626 47.4856
C -11.7454 15.3241 41.9213
C -10.8606 14.3190 42.1826
C -10.2478 13.6512 41.1198
C -10.5889 13.9732 39.8085
C -11.5760 14.9120 39.5458
C -12.1265 15.5990 40.6071
N -9.9187 13.2982 38.6797
O -8.9144 12.6836 38.9430
O -10.4135 13.4237 37.5885
H -12.1036 15.9250 42.7499
H -10.6117 14.0976 43.2144
H -9.5817 12.8415 41.3851
H -11.7405 15.2514 38.5324
H -12.9130 16.3186 40.4165
C -13.2180 13.9841 52.0896
C -12.9118 13.6604 53.4157
C -11.7274 14.1234 53.9777
C -10.9097 14.9902 53.2516
C -11.2417 15.3144 51.9552
C -12.4224 14.8586 51.3722
N -9.6623 15.4587 53.8162
O -8.9885 16.2710 53.2046
O -9.3352 15.0486 54.9070
H -14.1072 13.5596 51.6385
H -13.4766 12.9888 54.0448
H -11.5259 13.7901 54.9855
H -10.6143 15.9771 51.3726
H -12.6216 15.0965 50.3374
C -15.0686 12.2765 48.1164
C -14.7479 13.6047 48.3639
C -15.6889 14.6149 48.1656
C -16.9857 14.2949 47.8302
C -17.2931 12.9635 47.5584
C -16.3910 11.9460 47.7566
N -17.9893 15.3265 47.6949
O -17.6667 16.4932 47.7771
O -19.1360 14.9616 47.5039
H -14.3501 11.4718 48.1932
H -13.7595 13.7921 48.7545
H -15.3630 15.6284 48.3645
H -18.3058 12.7078 47.2710
H -16.6404 10.9250 47.5063
C -13.9590 12.9003 44.6905
C -15.3206 12.5750 44.0794
C -15.5617 11.0683 43.9377
S -14.0362 10.2376 44.5583
O -13.6618 9.2166 43.6005
O -14.3178 9.8447 45.9177
C -12.9870 11.7284 44.4913
H -14.1659 12.9009 45.7641
H -13.5562 13.8642 44.4059
H -15.3227 13.0145 43.0736
H -16.1743 13.0978 44.5142
H -15.6615 10.8458 42.8784
H -16.3728 10.5980 44.4863
H -12.3948 11.7726 43.5717
H -12.1516 11.7207 45.1955
C -8.9282 18.6133 50.6828
C -7.6914 17.7492 50.3590
C -6.6639 18.6647 49.7109
S -6.9880 20.3569 50.2919
O -7.4929 21.1791 49.2180
O -5.8855 20.8393 51.1013
C -8.4053 19.9317 51.3018
H -9.5866 18.1019 51.3827
H -9.5170 18.8687 49.7980
H -8.0206 17.0211 49.6196
H -7.3230 17.2819 51.2704
H -6.8471 18.5960 48.6366
H -5.6105 18.4637 49.8913
H -9.0831 20.7787 51.3073
H -8.0896 19.6257 52.3002
C -17.3546 17.2862 44.1425
C -16.3420 16.1846 44.4954
C -14.9328 16.7402 44.6079
S -14.8975 18.2694 43.5668
O -14.0112 18.0935 42.4296
O -14.7443 19.4098 44.4436
C -16.6856 18.1105 43.0682
H -17.5029 17.8973 45.0362
H -18.2746 16.8399 43.7761
H -16.3840 15.4537 43.6808
H -16.5675 15.6112 45.3940
H -14.1284 16.1195 44.2206
H -14.5780 17.0765 45.5824
H -16.5998 17.4697 42.1863
H -16.9832 19.1303 42.8460
C -11.4541 20.9551 48.5237
C -12.2177 19.9017 47.7271
C -12.2084 20.2700 46.2547
S -10.6309 21.1387 45.9954
O -10.9071 22.4847 45.5543
O -9.7043 20.2893 45.2583
C -10.1822 21.2041 47.7293
H -11.2660 20.5820 49.5273
H -12.0200 21.8894 48.5189
H -13.2497 19.7523 48.0491
H -11.7438 18.9263 47.8628
H -13.0330 20.9206 45.9684
H -12.2848 19.3994 45.6060
H -9.6083 22.1075 47.9316
H -9.4191 20.4343 47.8791
```

Calculated values
Kohn-Sham gap   9.315 eV
HOMO level   -10.2297 eV

---

The evaluated molar mass for the records listed, in turn: 662.9; 1550.4; 992.7; 1171.8 g/mol.